{"formula": "C30H41F22NO16P", "method": "ωB97M-V/def2-TZVPD", "symbols": ["O", "C", "F", "N", "C", "O", "P", "H", "H", "H", "H", "H", "H", "C", "C", "O", "C", "O", "C", "F", "F", "F", "H", "H", "H", "H", "H", "C", "C", "O", "C", "O", "C", "F", "F", "F", "H", "H", "H", "H", "H", "C", "C", "O", "C", "O", "C", "F", "F", "F", "H", "H", "H", "H", "H", "C", "C", "O", "C", "O", "C", "F", "F", "F", "H", "H", "H", "H", "H", "C", "C", "O", "C", "O", "C", "F", "F", "F", "H", "H", "H", "H", "H", "C", "C", "O", "C", "O", "C", "F", "F", "F", "H", "H", "H", "H", "H", "C", "C", "O", "C", "O", "C", "F", "F", "F", "H", "H", "H", "H", "H"], "positions_angstrom": [[1.1299, -3.6192, 1.5578], [0.4587, -2.8685, 1.0109], [0.6900, -1.5719, 1.1936], [-0.6156, -3.1111, 0.1969], [-1.7817, -3.7635, 0.9071], [-1.6846, -4.8445, 1.3185], [-3.4326, -2.7026, 1.0345], [-0.3519, -3.5974, -0.6489], [-2.5630, -1.5379, 1.0252], [-3.2813, -2.7315, 2.4974], [-4.2234, -3.9258, 1.0363], [-3.3970, -2.6370, -0.4091], [-4.6422, -1.8782, 1.0988], [3.4614, -0.5619, 2.0083], [3.4974, -1.7437, 2.9517], [4.6552, -1.6838, 3.8193], [4.5686, -0.8737, 4.8611], [3.6327, -0.1896, 5.1521], [5.8549, -0.9632, 5.6917], [6.9525, -0.9046, 4.9196], [5.9041, -2.1197, 6.3743], [5.9352, 0.0321, 6.5783], [4.3950, -0.4953, 1.4443], [2.6372, -0.6551, 1.3114], [3.3473, 0.3754, 2.5513], [3.5904, -2.6691, 2.3890], [2.5849, -1.8165, 3.5409], [-5.7661, 1.7453, -3.4520], [-5.6778, 0.5974, -2.4669], [-4.5385, 0.7386, -1.6062], [-4.6714, 1.5781, -0.5890], [-5.6445, 2.2278, -0.3353], [-3.3975, 1.5605, 0.2600], [-2.2880, 1.6478, -0.4942], [-3.3249, 0.4342, 0.9543], [-3.3618, 2.5908, 1.1284], [-4.8363, 1.8351, -4.0162], [-6.5882, 1.5852, -4.1501], [-5.9274, 2.6942, -2.9403], [-5.5372, -0.3419, -2.9983], [-6.5879, 0.5020, -1.8757], [-6.4824, -2.9915, -6.9910], [-6.4892, -4.2232, -6.1096], [-5.3354, -4.2594, -5.2569], [-5.3928, -3.4953, -4.1659], [-6.3117, -2.7971, -3.8566], [-4.1155, -3.6689, -3.3353], [-3.0142, -3.6136, -4.1117], [-4.1079, -4.8615, -2.7209], [-4.0095, -2.7288, -2.4108], [-5.5528, -2.9353, -7.5592], [-7.3204, -3.0164, -7.6877], [-6.5544, -2.0810, -6.3968], [-6.4368, -5.1203, -6.7242], [-7.4005, -4.2876, -5.5153], [4.5727, 5.0276, 1.5279], [3.1221, 5.1593, 1.1140], [2.8677, 4.4670, -0.1210], [2.7084, 3.1481, -0.0236], [2.7618, 2.5107, 0.9819], [2.4020, 2.5585, -1.4047], [3.2354, 3.0453, -2.3461], [1.1510, 2.8556, -1.7869], [2.5187, 1.2341, -1.4107], [5.2302, 5.3683, 0.7264], [4.7691, 5.6208, 2.4207], [4.8304, 3.9902, 1.7395], [2.8813, 6.2043, 0.9272], [2.4475, 4.8030, 1.8921], [4.5082, 4.3348, -4.3179], [4.9532, 5.3948, -5.3031], [6.1674, 6.0385, -4.8687], [7.2945, 5.3772, -5.0998], [7.3884, 4.3107, -5.6290], [8.4903, 6.2090, -4.6202], [8.2812, 6.7176, -3.3965], [8.7158, 7.2390, -5.4542], [9.6027, 5.4771, -4.5696], [4.4101, 4.7622, -3.3228], [3.5507, 3.9144, -4.6173], [5.2354, 3.5258, -4.2531], [4.2033, 6.1812, -5.3660], [5.0812, 4.9868, -6.3057], [1.8921, -6.3354, 1.5421], [2.5012, -7.1667, 0.4351], [3.6965, -7.8541, 0.8755], [3.5138, -8.9650, 1.5709], [2.4634, -9.4526, 1.8651], [4.8733, -9.5828, 1.9209], [5.7331, -8.6655, 2.3892], [5.4355, -10.1448, 0.8349], [4.7542, -10.5334, 2.8497], [2.6280, -5.6432, 1.9483], [1.0468, -5.7712, 1.1709], [1.5503, -6.9648, 2.3645], [2.8158, -6.5200, -0.3825], [1.7864, -7.8821, 0.0282], [-3.9700, 4.5797, 3.3940], [-4.3538, 3.5785, 4.4611], [-4.5478, 4.2234, 5.7390], [-5.7092, 4.8341, 5.9177], [-6.6018, 4.9013, 5.1261], [-5.7697, 5.4255, 7.3315], [-4.6417, 6.0829, 7.6443], [-5.9398, 4.4568, 8.2465], [-6.7838, 6.2840, 7.4581], [-3.0905, 5.1487, 3.7020], [-3.7506, 4.0727, 2.4598], [-4.7716, 5.2974, 3.2168], [-3.5484, 2.8617, 4.6058], [-5.2435, 3.0150, 4.1831]], "forces_ev_per_a": [[3.2, -2.9, 2.5], [-2.5, 1.7, -2.1], [-0.2, 1.4, 0.1], [-0.1, 0.9, -1.0], [-1.7, 2.3, -0.7], [1.0, -3.3, 1.0], [0.5, 0.9, 0.3], [0.0, -0.3, 0.2], [0.2, -0.1, 0.0], [-0.3, -0.3, 0.3], [0.1, -0.2, 0.0], [0.0, -0.2, -0.1], [-0.1, 0.0, 0.1], [0.4, 0.3, 0.2], [-0.5, 0.0, -0.6], [0.3, 0.0, 0.3], [-0.5, -0.3, -0.7], [0.2, 0.2, 0.3], [0.6, 0.0, 0.4], [-0.2, 0.0, 0.0], [-0.1, 0.1, -0.1], [-0.2, -0.1, -0.1], [0.0, -0.1, 0.0], [0.0, 0.0, 0.0], [-0.1, 0.0, 0.0], [0.2, -0.1, 0.2], [0.1, 0.1, 0.2], [0.2, 0.2, 0.1], [-0.4, -0.1, -0.5], [0.2, 0.1, 0.2], [-0.5, -0.2, -0.5], [0.1, 0.2, 0.2], [0.9, -0.3, 0.4], [-0.3, 0.1, -0.1], [-0.3, 0.6, -0.1], [-0.2, -0.2, -0.4], [0.0, -0.1, -0.1], [0.0, -0.1, 0.0], [-0.1, 0.0, 0.0], [0.2, 0.0, 0.2], [0.1, 0.1, 0.1], [0.2, 0.2, 0.1], [-0.4, 0.0, -0.4], [0.2, -0.1, 0.2], [-0.4, -0.3, -0.5], [0.1, 0.2, 0.2], [0.9, 0.0, 0.7], [-0.3, 0.0, -0.1], [-0.2, 0.0, -0.2], [-0.4, 0.0, -0.7], [0.0, -0.1, -0.1], [0.0, 0.0, 0.0], [-0.1, 0.0, 0.0], [0.2, -0.1, 0.1], [0.1, 0.1, 0.1], [0.1, -0.2, -0.2], [0.2, 0.3, 0.5], [-0.1, -0.1, -0.3], [0.1, 0.6, 0.4], [0.0, -0.3, -0.1], [-0.2, -0.5, -0.8], [-0.2, -0.2, 0.5], [0.1, 0.2, 0.2], [0.1, 0.2, 0.2], [0.0, 0.1, 0.0], [0.0, 0.0, 0.0], [-0.1, 0.0, 0.1], [-0.1, -0.1, -0.2], [0.0, -0.2, -0.1], [0.4, 0.1, 0.0], [-0.6, -0.3, -0.1], [0.3, 0.2, 0.0], [-0.8, -0.1, -0.2], [0.3, 0.0, 0.0], [0.6, 0.3, 0.3], [-0.1, -0.1, -0.2], [-0.2, -0.1, 0.0], [-0.2, 0.0, -0.1], [-0.1, 0.1, 0.0], [0.0, 0.1, 0.0], [0.0, 0.0, -0.1], [0.2, 0.2, 0.1], [0.2, 0.0, 0.0], [0.3, -0.6, 0.3], [-0.6, 0.4, -0.1], [0.3, -0.3, 0.0], [-0.5, 0.6, -0.4], [0.1, -0.3, 0.2], [0.6, -0.2, 0.3], [-0.2, 0.0, -0.1], [-0.2, 0.1, 0.0], [-0.1, 0.1, -0.1], [0.0, 0.1, -0.1], [-0.1, 0.0, 0.0], [-0.1, -0.1, -0.1], [0.3, -0.1, 0.0], [0.1, -0.2, 0.1], [-0.1, 0.4, 0.1], [0.2, -0.3, -0.6], [-0.1, 0.1, 0.4], [0.3, -0.5, -0.6], [-0.2, 0.2, 0.2], [0.0, 0.4, 0.7], [-0.1, -0.1, -0.1], [0.0, 0.0, -0.2], [0.1, -0.1, -0.2], [0.1, -0.1, 0.0], [0.0, 0.1, 0.1], [-0.1, -0.1, 0.0], [0.0, 0.1, 0.3], [-0.1, 0.2, 0.1]], "e_tot_ha": -4964.7696, "total_charge": -1, "e_lumo_ev": 1.67, "homo_energy_ha": -0.138, "mol_weight_da": 1120.6, "relative_energy_kj_mol": 51.3}